Record 1
The molecule C18H22ClN5O2 at a distorted geometry, computed with ωB97M-V with the def2-TZVPD basis set.

The maximum force is 4.36 eV/A. The value obtained for the LUMO energy is 0.4985 eV.

The geometry in XYZ format:
```
48
Properties=species:S:1:pos:R:3:forces:R:3
Cl -0.120617 1.260013 3.862959 -0.068 -0.753 -1.187
N -0.574933 -0.824997 -1.576540 -1.457 1.895 -0.179
N 0.692494 -0.452160 1.892636 -1.582 0.532 2.556
N -1.010927 1.011272 1.375302 -2.302 2.621 0.856
O -6.051097 3.086554 -0.905012 0.786 0.817 -0.075
O -4.507244 4.590006 0.858390 0.862 1.148 1.439
C -1.479072 0.127960 -1.921760 1.534 -1.836 0.395
C -0.223643 0.512892 2.241135 2.044 -0.829 -1.181
C 0.424989 -1.041150 0.753145 4.099 -0.993 -1.090
C -1.032729 0.583637 0.110677 -1.001 0.571 2.444
C -0.337211 -0.487334 -0.255607 -0.801 -0.910 -1.579
N 1.291441 -1.999284 0.340877 -0.309 -1.186 0.434
N -1.847028 0.965371 -0.907760 1.734 -0.192 -0.428
C 4.696506 -2.094341 -1.120579 -3.623 1.771 1.495
C 3.618676 -1.318788 1.007591 -2.985 1.351 1.258
C 3.701178 -3.263649 -1.257862 0.116 0.189 0.702
C 4.667805 -3.403625 0.914726 0.047 -0.305 0.466
C 2.489881 -2.442059 0.998428 1.466 0.318 -1.357
C 4.785566 -1.946396 0.407196 3.242 -1.008 0.572
C 3.256702 -3.546713 0.194025 0.937 -2.423 1.910
C -4.178232 1.398978 -0.800771 -1.313 1.115 0.476
C -2.626499 3.290185 -1.522895 -0.796 0.193 0.412
C -5.112377 2.418189 -0.082121 -0.483 -1.810 1.039
C -2.840531 1.978480 -0.899150 2.143 0.462 1.469
C -4.104805 3.242007 0.762756 -0.464 0.634 -0.786
C -2.771142 3.213403 0.033289 0.321 -2.135 -0.416
H -5.850012 4.045886 -0.984059 0.055 -0.910 0.350
H -3.773072 4.980535 1.419391 -1.570 -0.163 -1.052
H -1.812811 0.238537 -2.921443 -0.522 0.114 -0.593
H 1.229363 -2.317323 -0.602040 -0.475 0.075 -0.500
H 4.101585 -1.203900 -1.503766 1.548 -0.609 0.007
H 5.617069 -2.279249 -1.560239 1.602 -0.017 -1.022
H 3.649773 -1.013633 2.094978 0.707 0.068 -1.311
H 3.327699 -0.450631 0.365228 -0.171 -0.418 0.828
H 4.256476 -4.073378 -1.741272 -0.728 -0.378 0.290
H 2.863865 -2.947309 -1.836762 -0.567 -0.139 -0.897
H 4.665195 -3.427520 2.066800 -0.234 -0.152 -1.721
H 5.450926 -4.142472 0.543836 -0.994 0.996 0.315
H 2.345860 -2.825922 2.015418 -0.345 0.209 -0.302
H 5.690117 -1.449377 0.766104 0.209 -0.003 -0.336
H 2.852073 -4.582302 0.391703 0.051 1.077 -0.552
H -4.529441 1.144322 -1.746223 -1.063 -0.449 -1.814
H -4.121835 0.483162 -0.251896 0.048 -0.506 0.605
H -3.406929 3.428488 -2.260797 -0.318 1.133 0.337
H -1.654026 3.641520 -1.838043 0.116 -0.402 0.005
H -5.708116 1.759120 0.631006 0.340 1.116 -0.780
H -4.135029 2.801901 1.781412 0.774 -0.012 -0.590
H -1.865882 3.331096 0.667592 -0.609 0.137 -0.909
```
Forces are in eV/Å.



Record 2
The molecule C18H22ClN5O4S, computed with ωB97M-V with the def2-TZVPD basis set.

The maximum force is 0.26 eV/A. The value obtained for the LUMO energy is -0.2512 eV.

The geometry in XYZ format:
```
51
Properties=species:S:1:pos:R:3:forces:R:3
C -2.506190 -2.757913 -3.353322 0.122 -0.040 0.061
C -2.175055 -1.302398 -3.069887 -0.217 -0.012 -0.079
N -2.726211 -0.850051 -1.776759 0.189 0.175 0.020
S -1.989549 -1.187305 -0.344967 -0.125 -0.120 0.014
C -3.298036 -1.810476 0.658497 0.008 0.007 0.002
O -1.047577 -2.242547 -0.575732 -0.004 0.003 0.008
O -1.557713 0.058292 0.240637 0.010 -0.017 -0.005
C -0.697444 -0.973891 -3.340384 0.022 -0.014 0.006
O -0.108867 -1.543334 -4.240383 -0.009 0.005 -0.007
N -0.155600 0.028448 -2.615384 0.008 0.014 0.002
C 1.217705 0.479204 -2.797943 -0.034 -0.010 0.000
C 1.322870 1.884883 -2.225586 -0.001 0.007 -0.001
N 1.380192 1.628093 -0.783769 0.022 0.009 0.008
C 0.632446 2.380548 0.051939 -0.036 -0.037 -0.033
O -0.023170 3.344020 -0.321602 0.008 0.013 0.014
C 0.602216 2.015907 1.518895 0.040 0.060 0.023
C -0.601298 2.312594 2.209082 -0.013 -0.028 -0.025
C -0.670714 2.037763 3.534229 -0.011 -0.002 0.002
Cl -2.131944 2.340086 4.412132 0.009 0.003 -0.003
C 0.456946 1.497748 4.207425 0.009 0.004 0.004
C 0.526027 1.176208 5.578855 0.011 -0.006 0.008
C 1.691210 0.668951 6.077620 -0.014 0.006 0.006
N 2.805116 0.450418 5.334215 0.006 0.000 -0.021
C 2.751220 0.745508 4.064421 0.011 -0.004 0.013
C 1.602741 1.274265 3.423384 -0.018 0.007 -0.014
N 1.666928 1.527678 2.088561 -0.012 -0.042 -0.032
C 1.938424 0.289584 -0.515286 -0.021 0.009 0.021
C 2.216692 -0.281142 -1.912364 0.022 0.006 -0.002
C 2.162644 -1.796793 -1.965337 -0.008 -0.002 0.005
H -2.138155 -3.025267 -4.340443 0.000 -0.002 0.001
H -2.031537 -3.412240 -2.623694 0.001 0.000 0.002
H -3.585707 -2.899191 -3.316044 0.000 -0.003 0.000
H -2.713744 -0.694730 -3.803202 0.001 0.001 0.000
H -3.062300 0.104326 -1.777773 0.000 0.004 0.005
H -2.868485 -2.021123 1.636184 0.001 -0.001 -0.001
H -4.072469 -1.051617 0.741250 0.003 0.002 -0.003
H -3.682310 -2.717153 0.199139 0.004 -0.001 -0.004
H -0.654964 0.413092 -1.828271 0.002 0.010 -0.008
H 1.461642 0.412300 -3.856280 0.010 0.006 0.001
H 2.234743 2.379611 -2.567587 0.003 -0.006 -0.004
H 0.473442 2.523778 -2.454881 -0.001 -0.005 0.004
H -1.428025 2.737918 1.661316 -0.005 -0.001 0.008
H -0.328519 1.332496 6.221382 -0.001 -0.001 0.000
H 1.773877 0.413549 7.126777 -0.003 0.000 0.000
H 3.635859 0.576918 3.458625 0.002 -0.002 0.004
H 2.835892 0.348609 0.094640 0.010 0.007 0.007
H 1.205057 -0.323148 0.014197 -0.006 -0.002 0.000
H 3.209697 0.055223 -2.229307 -0.002 -0.004 0.000
H 1.182966 -2.162397 -1.657581 0.003 0.001 -0.003
H 2.363665 -2.162144 -2.971587 0.000 0.002 -0.001
H 2.905356 -2.223151 -1.288044 0.002 -0.001 -0.001
```
Forces are in eV/Å.



Record 3
A structure of composition C18H22CrN4O4S2, computed with ωB97M-V with the def2-TZVPD basis set.

The maximum force is 0.25 eV/A. The spin multiplicity is 5. The value obtained for the LUMO energy (spin up / spin down) is -0.2251 / -0.2321 eV.

The geometry in XYZ format:
```
51
Properties=species:S:1:pos:R:3:forces:R:3
Cr -0.666415 0.894912 0.484887 0.119 -0.112 -0.192
C 0.039551 3.215407 -1.189224 0.005 0.000 -0.001
C -1.245468 3.693126 -0.518961 -0.003 -0.005 0.014
N -1.947629 2.566890 0.126407 -0.031 0.019 0.020
C -2.624073 2.896880 1.394249 -0.008 0.000 -0.005
C -1.678109 3.429672 2.473564 0.006 0.010 0.008
S -0.102914 2.539762 2.704640 -0.093 0.001 0.007
C 1.091319 3.584035 1.806878 0.010 0.000 0.000
C 1.749175 2.909742 0.604633 0.010 0.004 0.012
N 0.808857 2.289507 -0.332202 -0.048 -0.001 -0.008
H -0.209548 2.662983 -2.095084 0.003 0.008 -0.006
H 0.646236 4.077764 -1.486114 0.001 0.003 0.009
H -1.024434 4.435585 0.243535 -0.002 0.011 -0.009
H -1.879214 4.188518 -1.257941 0.000 -0.007 -0.005
H -2.635019 2.164393 -0.505468 0.011 0.007 -0.015
H -3.411057 3.644783 1.242579 -0.005 -0.004 0.001
H -3.096827 1.975548 1.735487 0.007 -0.002 0.000
H -1.438001 4.482474 2.328082 0.004 0.001 0.003
H -2.195777 3.366484 3.430055 -0.002 0.005 0.000
H 0.596785 4.513329 1.529993 -0.006 -0.003 -0.001
H 1.875819 3.849602 2.514882 0.001 0.006 -0.003
H 2.375330 3.654139 0.098085 0.008 -0.008 -0.003
H 2.412409 2.121153 0.962640 -0.011 -0.011 0.006
H 1.304679 1.654171 -0.956026 0.025 0.025 0.007
O 3.033125 -4.854179 0.079930 0.007 0.001 -0.001
C 1.865249 -4.859993 0.514067 -0.025 0.020 -0.017
O 1.032591 -5.772267 0.617865 -0.001 -0.008 0.004
C 1.335050 -3.445616 0.860713 0.024 -0.005 0.030
C 2.202960 -2.364630 0.965388 -0.009 -0.018 0.014
C 1.683510 -1.088942 1.014645 -0.010 0.002 -0.004
N 0.370623 -0.845802 0.935390 0.013 -0.067 0.036
C -0.476160 -1.890941 0.882566 0.018 0.046 -0.074
C -0.030025 -3.196084 0.885220 0.011 -0.010 -0.006
C -1.940561 -1.534760 0.674500 -0.047 -0.042 0.224
O -2.735799 -2.403019 0.366341 0.006 0.015 -0.080
O -2.209910 -0.273131 0.820697 0.041 0.061 0.007
H 3.268299 -2.549122 0.942835 0.003 0.017 -0.011
H 2.330062 -0.219621 1.070183 0.006 -0.002 0.011
H -0.724962 -4.021857 0.824820 -0.011 0.013 0.004
S -0.387453 0.051426 -2.357884 -0.007 0.054 0.014
C -0.017659 -1.621749 -2.324408 -0.018 -0.001 0.073
N -1.025170 -2.518051 -2.181536 -0.001 -0.051 0.049
C -0.857718 -3.858506 -2.097854 -0.018 0.032 -0.024
C 0.387099 -4.401785 -2.189974 0.009 0.008 0.010
C 1.473085 -3.526110 -2.346567 -0.001 -0.015 -0.054
C 1.273117 -2.168446 -2.417550 0.002 0.007 -0.045
H -1.951930 -2.142302 -2.015322 0.007 0.017 -0.020
H -1.757279 -4.427862 -1.918253 0.009 -0.014 0.006
H 0.534701 -5.462772 -2.061520 -0.003 -0.001 0.002
H 2.476842 -3.929440 -2.361270 -0.004 -0.005 0.012
H 2.102637 -1.485299 -2.522597 -0.001 0.001 -0.001
```
Forces are in eV/Å.



Record 4
A structure of composition C18H22F5NOReSbSe4Si2 at a distorted geometry, computed with ωB97M-V with the def2-TZVPD basis set.

The maximum force is 1.84 eV/A. The net charge is +2. The value obtained for the LUMO energy is -9.3779 eV.

The geometry in XYZ format:
```
55
Properties=species:S:1:pos:R:3:forces:R:3
Re 0.662383 1.217250 0.218621 1.250 -0.872 -0.582
C 0.715081 -3.762878 0.052758 0.011 -0.344 0.103
Si 1.190149 -2.100314 0.715256 -0.378 -0.046 -0.266
C 3.036511 -1.947083 0.799709 0.334 0.046 0.008
C 0.320059 -1.703948 2.315259 -0.063 0.014 0.222
C 0.547435 -0.880967 -0.658412 0.143 1.716 0.651
C 1.620918 -0.524710 -1.623933 -0.377 -0.918 -0.045
C 2.190480 -1.259207 -2.649775 0.076 -0.128 -0.149
C 3.235249 -0.681077 -3.351768 -0.055 -0.060 0.025
C 3.677735 0.602792 -3.018690 0.046 -0.039 -0.033
C 3.057336 1.275913 -1.998093 0.093 0.059 -0.101
N 2.050274 0.691353 -1.326806 -0.217 0.621 0.178
Si -1.224056 -1.015773 -1.424489 0.096 -0.472 -0.157
C -2.493744 -1.256134 -0.105983 -0.290 0.062 0.266
C -1.443950 0.501009 -2.473390 -0.060 0.342 -0.011
C -1.235430 -2.491922 -2.549663 -0.059 -0.153 -0.137
H 1.259316 -4.532537 0.617675 -0.126 0.090 -0.090
H 0.976091 -3.887660 -1.001847 -0.017 -0.010 0.093
H -0.355006 -3.952312 0.177208 0.096 -0.018 -0.058
H 3.385476 -2.128156 1.820718 0.014 -0.009 -0.081
H 3.420541 -0.970983 0.488262 0.046 -0.070 0.030
H 3.507867 -2.695267 0.156232 -0.024 0.039 0.043
H 1.038864 -1.620322 3.135017 -0.061 -0.003 -0.012
H -0.373818 -2.510702 2.569717 0.043 0.068 0.007
H -0.260200 -0.778635 2.287774 -0.015 -0.075 0.066
H 1.833380 -2.257516 -2.869155 0.052 0.087 -0.027
H 3.712981 -1.226678 -4.156289 -0.007 0.025 0.024
H 4.497338 1.069613 -3.546998 -0.025 -0.027 0.006
H 3.355454 2.266811 -1.691840 -0.029 0.079 0.022
H -2.846351 -0.324115 0.340984 0.074 -0.331 -0.076
H -2.136730 -1.914142 0.692621 -0.074 0.022 -0.073
H -3.365644 -1.736897 -0.566390 0.110 0.018 0.084
H -1.274217 1.458940 -1.968747 -0.077 -0.049 -0.063
H -2.477478 0.532953 -2.835914 0.097 -0.005 -0.003
H -0.786072 0.455611 -3.345785 -0.026 0.034 0.010
H -1.306094 -3.431270 -1.993848 0.031 0.104 -0.121
H -0.385948 -2.543044 -3.236151 -0.125 -0.015 0.044
H -2.143504 -2.400095 -3.163282 0.163 -0.072 0.070
Se 0.838776 5.112416 2.864791 0.435 -0.156 -0.300
Sb 2.291404 4.326209 1.227038 -0.173 0.641 -0.040
Se 0.694146 3.307113 -0.797085 0.031 0.020 0.116
Se 2.270819 1.327284 1.750336 -0.848 -0.316 -0.176
Se 4.341082 4.420672 0.100189 -0.397 -0.039 0.351
F -4.878802 3.349784 4.103649 -0.064 0.059 0.053
C -3.948235 2.852669 3.325801 -0.131 0.096 0.159
C -2.683520 2.607727 3.839142 -0.068 0.076 0.172
F -2.412345 2.879849 5.102205 0.023 -0.001 -0.019
C -1.715460 2.085992 3.016591 0.221 -0.123 -0.090
F -0.495373 1.856362 3.488986 0.234 -0.152 0.049
C -1.997228 1.784297 1.688242 0.457 -0.181 -0.349
O -1.049891 1.246545 0.861991 -0.009 0.281 0.652
C -3.260214 2.049474 1.184208 -0.072 0.021 -0.228
F -3.519182 1.802223 -0.091611 -0.039 0.045 -0.136
C -4.231899 2.589439 1.996483 -0.311 0.065 -0.102
F -5.426756 2.864046 1.508476 0.040 -0.048 0.020
```
Forces are in eV/Å.



Record 5
A structure of composition C18H22I2NO5Re, computed with ωB97M-V with the def2-TZVPD basis set.

The maximum force is 0.55 eV/A. The net charge is +1. The spin multiplicity is 2. The value obtained for the LUMO energy (spin up / spin down) is -2.7889 / -3.2298 eV.

The geometry in XYZ format:
```
49
Properties=species:S:1:pos:R:3:forces:R:3
Re 0.542839 -0.532547 0.273554 0.043 -0.467 -0.149
C -1.995435 1.708589 1.834125 -0.060 -0.062 -0.036
C -0.577551 1.696583 2.360047 -0.040 0.001 -0.003
O 0.281061 1.433925 1.236612 0.003 -0.040 0.002
C 1.535742 2.131122 1.178644 0.018 0.048 0.003
C 1.898701 2.206915 -0.286067 -0.096 -0.013 -0.047
O 1.729173 0.891925 -0.852773 0.329 0.125 -0.135
C 1.298745 0.861587 -2.234594 -0.027 0.006 0.009
C -0.151512 1.292735 -2.346804 -0.037 -0.009 0.027
O -0.909814 0.631490 -1.335229 -0.038 0.041 -0.069
C -2.201568 1.211777 -1.158494 0.013 -0.036 -0.006
C -2.933959 0.504094 -0.039655 0.024 -0.004 0.050
O -2.212709 0.474926 1.179430 -0.142 0.134 0.075
H -2.120257 2.554222 1.152851 0.005 0.010 0.005
H -2.698359 1.834051 2.663652 -0.001 0.009 0.005
H -0.419384 0.916279 3.104885 -0.006 -0.007 0.018
H -0.324647 2.664703 2.794692 0.016 -0.007 -0.006
H 2.274553 1.577288 1.759621 0.014 0.001 0.005
H 1.422554 3.139919 1.579269 -0.008 -0.014 0.006
H 2.934352 2.520828 -0.419945 0.002 -0.015 -0.007
H 1.239300 2.909878 -0.796324 -0.007 0.009 0.009
H 1.425082 -0.174288 -2.539933 0.014 -0.002 -0.019
H 1.940285 1.509466 -2.833798 0.008 -0.018 0.018
H -0.526806 1.029826 -3.339580 0.000 -0.002 -0.006
H -0.262861 2.374894 -2.219848 0.006 0.002 -0.011
H -2.782835 1.108131 -2.079666 -0.003 0.003 -0.004
H -2.082703 2.281936 -0.956137 0.004 0.000 0.002
H -3.086464 -0.542829 -0.304121 0.000 0.000 -0.002
H -3.916523 0.971527 0.085328 -0.002 -0.001 0.000
I 0.289947 -3.745768 -3.833298 0.007 -0.003 -0.003
C -0.519216 -3.933092 -1.932140 -0.002 0.077 -0.003
C -1.286864 -5.065522 -1.594447 -0.020 -0.008 0.010
C -1.837149 -5.211848 -0.350003 0.015 0.010 -0.016
I -2.948356 -6.925692 0.065405 0.004 0.005 -0.004
C -1.647920 -4.204287 0.632193 0.035 0.049 0.004
C -2.149173 -4.232285 1.951469 -0.028 0.019 0.090
C -1.892888 -3.192144 2.802885 0.009 -0.138 -0.039
C -1.146429 -2.097434 2.351803 0.066 0.090 -0.083
N -0.660416 -2.027801 1.128360 0.000 0.011 -0.114
C -0.887893 -3.076358 0.269755 0.009 -0.033 0.018
C -0.299792 -2.932873 -1.013958 -0.104 -0.261 0.031
O 0.423112 -1.852681 -1.244943 0.027 0.428 0.346
H -1.434314 -5.832838 -2.341972 0.003 0.002 0.000
H -2.731838 -5.082442 2.280365 -0.007 0.013 -0.004
H -2.261200 -3.197354 3.818423 0.004 0.000 -0.002
H -0.941836 -1.257874 2.999628 -0.040 0.016 0.006
C 1.980693 -1.155814 1.273811 -0.016 -0.035 -0.201
H 2.999302 -0.811526 1.066481 0.031 0.059 0.125
H 1.943043 -1.939263 2.032488 -0.023 0.006 0.105
```
Forces are in eV/Å.



Result set for DFT total energy: -43088.6354 -58022.7726 -83268.2745 -321940.5295 -49073.6378 eV, one per record in the order listed.
Result set for energy above the lowest of the compared OMol25 structures with the same formula, charge and spin: 68.6 3.1 0.0 0.0 4.7 kcal/mol, one per record in the order listed.